Computed, not measured: a 2-piece molecular cluster, C2H7N overall at a distorted geometry, with the ωB97M-V functional and the def2-TZVPD basis.

SMILES string: C=N.C
Energy above the lowest of the compared OMol25 structures with the same formula, charge and spin: 26.0 kcal/mol
HOMO-LUMO gap: 0.411 Ha
Highest occupied orbital energy: -10.0 eV

```
10
C2H7N the ωB97M-V functional and the def2-TZVPD basis
C -2.197 -3.200 0.029
N -2.081 -3.904 1.057
H -1.559 -3.420 -0.833
H -2.866 -2.365 -0.198
H -2.612 -3.582 1.866
C 2.240 3.249 -0.334
H 2.906 4.093 -0.496
H 2.882 2.450 -0.711
H 1.434 3.336 -1.054
H 1.854 3.343 0.675
```

Computed, not measured: a 7-piece molecular cluster, C22H30O21 overall at a distorted geometry, with the ωB97M-V functional and the def2-TZVPD basis.

Spin multiplicity: 2
Net charge: +1
Expectation value of S²: 0.757
HOMO-LUMO gap (spin up / spin down): 0.359 / 0.105 Ha
Highest occupied orbital energy (spin up / spin down): -13.0 / -13.0 eV

```
73
C22H30O21 the ωB97M-V functional and the def2-TZVPD basis
C -4.521 -3.621 1.381
C -5.196 -2.497 2.089
O -4.192 -1.483 2.232
C -3.037 -1.973 1.742
O -1.972 -1.403 1.833
O -3.207 -3.194 1.214
H -5.130 -3.820 0.499
H -4.497 -4.474 2.059
H -5.555 -2.812 3.070
H -6.039 -2.007 1.603
C 1.324 3.005 -5.507
C 1.546 1.581 -5.018
O 2.127 0.913 -6.114
C 2.396 1.689 -7.090
O 2.917 1.311 -8.113
O 1.882 2.935 -6.776
H 1.871 3.833 -5.056
H 0.249 3.183 -5.495
H 0.602 1.156 -4.678
H 2.293 1.551 -4.225
C 0.982 1.483 5.968
C 2.264 1.167 5.099
O 1.795 0.031 4.382
C 0.633 -0.448 4.870
O 0.039 -1.419 4.410
O 0.237 0.270 5.880
H 0.551 2.349 5.465
H 1.352 1.670 6.976
H 3.054 1.003 5.831
H 2.280 2.064 4.479
C -2.099 0.379 -2.030
C -3.383 -0.489 -1.921
O -4.328 0.501 -1.961
C -3.799 1.681 -1.516
O -4.486 2.645 -1.225
O -2.470 1.601 -1.518
H -1.813 0.448 -3.079
H -1.206 0.007 -1.529
H -3.290 -1.030 -0.979
H -3.502 -1.118 -2.803
C 2.429 -1.681 0.257
C 1.325 -0.937 1.008
O 0.737 -0.226 -0.070
C 1.605 -0.062 -1.091
O 1.582 0.855 -1.950
O 2.610 -0.927 -0.887
H 2.056 -2.647 -0.084
H 3.266 -1.821 0.941
H 1.769 -0.265 1.742
H 0.625 -1.651 1.442
C -0.243 -4.836 1.721
C 0.250 -6.111 2.516
O 1.599 -5.919 2.460
C 1.849 -4.552 2.195
O 2.933 -3.982 2.271
O 0.732 -3.914 1.895
H -1.180 -4.492 2.160
H -0.431 -5.102 0.681
H 0.042 -7.009 1.935
H -0.242 -6.207 3.483
C -0.053 4.202 -1.993
C 1.186 3.885 -1.104
C 2.517 3.705 -1.743
O 3.421 4.484 -1.078
C 2.768 5.112 -0.056
O 3.382 5.941 0.617
O 1.441 4.904 -0.165
H 0.100 5.208 -2.382
H -0.993 4.202 -1.441
H -0.131 3.515 -2.835
H 0.943 3.044 -0.455
H 2.537 3.926 -2.810
H 2.893 2.688 -1.628
```

Computed, not measured: an isolated ion of composition C5H10NO2 and charge +1 at a distorted geometry, with the ωB97M-V functional and the def2-TZVPD basis.

SMILES string: C[N@@H+]1CCO[C@@H]2O[C@@H]21
Energy above the lowest of the compared OMol25 structures with the same formula, charge and spin: 68.2 kcal/mol
Net charge: +1
HOMO-LUMO gap: 0.394 Ha
Highest occupied orbital energy: -13.9 eV

```
18
C5H10NO2 the ωB97M-V functional and the def2-TZVPD basis
C 1.422 -0.704 -1.389
N 0.786 -0.009 -0.245
C -0.022 -0.957 0.578
C -0.727 -0.235 1.721
O -1.722 0.695 1.303
C -1.564 1.329 0.144
O -1.370 0.653 -1.068
C -0.069 1.089 -0.723
H 1.984 0.010 -1.991
H 2.098 -1.478 -1.031
H 0.650 -1.153 -2.013
H 1.527 0.394 0.342
H 0.638 -1.723 0.989
H -0.757 -1.429 -0.080
H -1.249 -0.959 2.352
H 0.002 0.307 2.340
H -2.011 2.312 0.093
H 0.385 1.859 -1.322
```

Computed, not measured: C53H51CsI2N5O2PS3Si2Te as an isolated structure at a distorted geometry, with the ωB97M-V functional and the def2-TZVPD basis.

Energy above the lowest of the compared OMol25 structures with the same formula, charge and spin: 17.3 kcal/mol
Net charge: -2
HOMO-LUMO gap: 0.130 Ha
Highest occupied orbital energy: -0.3 eV

```
121
C53H51CsI2N5O2PS3Si2Te the ωB97M-V functional and the def2-TZVPD basis
Cs -0.556 -0.839 -0.033
N -3.096 3.793 1.733
C -2.003 4.428 2.287
C -1.889 5.435 3.238
C -0.606 5.848 3.551
C 0.515 5.279 2.930
C 0.393 4.276 1.986
C -0.890 3.838 1.664
N -1.311 2.855 0.780
C -2.610 2.869 0.839
C -3.508 2.025 0.049
C -4.858 1.925 0.211
S -5.503 0.831 -0.924
C -3.918 0.583 -1.546
N -2.988 1.260 -0.963
H -4.062 3.972 1.929
H -2.756 5.874 3.716
H -0.466 6.629 4.289
H 1.503 5.640 3.185
H 1.255 3.864 1.482
H -5.488 2.387 0.953
H -3.747 -0.113 -2.354
I 4.385 -3.617 -0.577
C 2.992 -3.511 -2.137
C 3.258 -4.142 -3.347
C 2.352 -4.094 -4.379
I 2.842 -5.088 -6.171
C 1.129 -3.399 -4.239
C 0.127 -3.305 -5.230
C -1.019 -2.601 -4.985
C -1.173 -1.976 -3.738
N -0.269 -2.043 -2.793
C 0.868 -2.740 -3.007
C 1.808 -2.781 -1.870
O 1.538 -2.223 -0.787
H 4.189 -4.678 -3.470
H 0.281 -3.795 -6.183
H -1.797 -2.522 -5.735
H -2.069 -1.405 -3.511
O 1.398 0.966 0.540
C 1.849 1.908 -0.029
C 2.309 2.967 -0.652
C 3.325 3.860 -0.051
C 3.709 4.985 -0.699
C 3.196 5.367 -1.974
C 2.271 4.522 -2.574
C 1.807 3.349 -2.005
P 0.784 2.154 -2.846
C -0.412 3.216 -3.756
C -1.441 3.772 -2.992
C -2.399 4.585 -3.572
C -2.355 4.858 -4.936
C -1.338 4.312 -5.704
C -0.374 3.498 -5.118
C 1.849 1.494 -4.197
C 1.319 0.568 -5.098
C 2.125 -0.057 -6.037
C 3.488 0.211 -6.070
C 4.028 1.115 -5.169
C 3.215 1.755 -4.242
H 3.742 3.601 0.916
H 4.445 5.624 -0.220
H 3.518 6.282 -2.452
H 1.887 4.782 -3.559
H -1.470 3.562 -1.927
H -3.187 5.009 -2.960
H -3.106 5.492 -5.393
H -1.287 4.526 -6.766
H 0.421 3.089 -5.729
H 0.264 0.327 -5.050
H 1.697 -0.774 -6.724
H 4.125 -0.301 -6.781
H 5.093 1.314 -5.180
H 3.634 2.462 -3.536
S -3.868 -1.275 1.541
C -3.563 -2.806 0.887
N -2.715 -3.134 -0.052
C -2.695 -4.487 -0.307
C -1.873 -5.110 -1.246
C -1.944 -6.483 -1.408
C -2.824 -7.253 -0.647
C -3.647 -6.650 0.295
C -3.576 -5.274 0.460
S -4.444 -4.235 1.547
H -1.186 -4.508 -1.828
H -1.300 -6.966 -2.133
H -2.863 -8.327 -0.784
H -4.328 -7.240 0.896
C 2.061 -4.611 2.866
Si 1.591 -3.978 4.561
C 2.394 -5.067 5.876
C -0.267 -4.045 4.784
C 2.209 -2.220 4.784
Te 1.588 -1.047 3.091
C 1.309 0.836 4.098
Si -0.321 1.017 5.000
C -1.744 0.885 3.807
C -0.516 -0.289 6.341
C -0.346 2.711 5.824
H 1.715 -5.638 2.725
H 3.143 -4.597 2.717
H 1.622 -4.006 2.067
H 2.046 -6.100 5.794
H 2.152 -4.711 6.881
H 3.481 -5.071 5.772
H -0.643 -5.043 4.544
H -0.768 -3.336 4.120
H -0.558 -3.814 5.811
H 3.296 -2.176 4.853
H 1.781 -1.773 5.682
H 1.332 1.553 3.270
H 2.184 1.026 4.721
H -1.817 -0.108 3.362
H -1.621 1.606 2.994
H -2.695 1.089 4.306
H -0.515 -1.289 5.907
H -1.470 -0.152 6.856
H 0.280 -0.234 7.089
H -0.282 3.503 5.072
H 0.497 2.828 6.511
H -1.268 2.861 6.393
```

Computed, not measured: a 3-piece molecular cluster, C8H20ClO4 overall at a distorted geometry, with the ωB97M-V functional and the def2-TZVPD basis.

Energy above the lowest of the compared OMol25 structures with the same formula, charge and spin: 19.8 kcal/mol
Net charge: -1
HOMO-LUMO gap: 0.241 Ha
Highest occupied orbital energy: -3.6 eV

```
33
C8H20ClO4 the ωB97M-V functional and the def2-TZVPD basis
Cl 12.218 -15.386 3.444
C 9.152 -9.277 2.773
O 9.596 -10.587 2.628
C 8.540 -11.443 2.223
C 9.032 -12.863 2.116
O 10.161 -12.964 1.303
C 10.356 -14.229 0.749
H 8.331 -9.165 3.507
H 8.656 -8.915 1.857
H 9.978 -8.652 3.092
H 8.080 -11.096 1.293
H 7.831 -11.420 3.062
H 8.247 -13.524 1.722
H 9.228 -13.264 3.119
H 9.681 -14.459 -0.101
H 10.304 -15.048 1.466
H 11.326 -14.218 0.252
C 11.118 -21.671 6.334
O 10.971 -20.449 5.629
C 10.264 -20.658 4.410
C 9.291 -19.517 4.145
O 9.976 -18.311 4.211
C 9.206 -17.248 3.702
H 11.577 -22.466 5.735
H 10.113 -21.983 6.651
H 11.735 -21.564 7.225
H 9.749 -21.619 4.412
H 10.975 -20.598 3.577
H 8.445 -19.540 4.851
H 8.898 -19.728 3.134
H 9.124 -17.320 2.617
H 9.658 -16.316 4.026
H 8.188 -17.253 4.123
```

Computed, not measured: one molecule with the formula C3H5N3S at a distorted geometry, with the ωB97M-V functional and the def2-TZVPD basis.

Energy above the lowest of the compared OMol25 structures with the same formula, charge and spin: 109.1 kcal/mol
HOMO-LUMO gap: 0.301 Ha
Highest occupied orbital energy: -8.8 eV

```
12
C3H5N3S the ωB97M-V functional and the def2-TZVPD basis
C 0.317 -0.059 1.404
C -0.018 -1.698 -0.300
C 1.161 0.942 0.939
N -0.029 -1.135 0.889
N 0.881 -2.478 -0.704
N -0.648 2.297 -0.623
S 0.888 2.305 0.043
H -0.188 0.170 2.343
H -0.966 -1.450 -0.734
H 0.713 -3.120 -1.510
H -1.489 2.232 -0.163
H -0.621 1.994 -1.583
```

| no. | calculated total energy (eV) |
| --- | --- |
| 1 | -3676.357 |
| 2 | -66285.307 |
| 3 | -10923.095 |
| 4 | -148931.605 |
| 5 | -29331.698 |
| 6 | -18493.167 |